# 1
{"formula": "C22H51BF4N4O4", "method": "ωB97M-V with the def2-TZVPD basis set", "e_homo_ev": -8.81, "e_above_lowest_kj_mol": 381.6, "total_charge": 0, "molar_mass_g_mol": 522.5, "energy_ha": -1812.874040, "symbols": ["C", "C", "C", "N", "C", "C", "C", "C", "C", "H", "H", "H", "H", "H", "H", "H", "H", "H", "H", "H", "H", "H", "H", "H", "H", "H", "H", "B", "F", "F", "F", "F", "C", "C", "N", "H", "H", "H", "C", "C", "N", "H", "H", "H", "C", "C", "N", "H", "H", "H", "C", "C", "O", "H", "H", "H", "H", "H", "H", "C", "C", "O", "H", "H", "H", "H", "H", "H", "C", "C", "O", "H", "H", "H", "H", "H", "H", "C", "C", "O", "H", "H", "H", "H", "H", "H"], "xyz": [[-22.96, 33.61, 103.50], [-22.27, 33.08, 102.21], [-22.94, 31.81, 101.62], [-22.97, 31.54, 100.14], [-21.61, 31.26, 99.62], [-23.56, 32.65, 99.44], [-24.15, 32.18, 98.01], [-24.20, 30.64, 98.23], [-23.71, 30.38, 99.74], [-22.86, 32.96, 104.17], [-24.06, 33.80, 103.32], [-22.62, 34.68, 103.89], [-21.14, 33.12, 102.43], [-22.40, 34.12, 101.66], [-23.97, 31.74, 101.97], [-22.32, 31.05, 102.30], [-21.08, 32.19, 99.92], [-21.51, 31.26, 98.67], [-21.27, 30.34, 100.06], [-22.74, 33.58, 99.22], [-24.35, 33.32, 99.90], [-23.25, 32.37, 97.21], [-24.94, 32.84, 97.63], [-23.53, 30.14, 97.39], [-25.19, 30.11, 98.10], [-23.39, 29.37, 99.99], [-24.80, 30.43, 100.25], [-24.09, 35.56, 106.73], [-23.32, 34.43, 106.82], [-25.25, 35.36, 107.48], [-23.40, 36.65, 107.26], [-24.39, 35.88, 105.41], [-22.88, 38.94, 104.38], [-21.70, 38.52, 103.40], [-20.87, 38.29, 102.64], [-22.44, 39.62, 105.21], [-23.61, 39.56, 103.87], [-23.22, 38.04, 104.83], [-25.38, 39.65, 107.76], [-25.54, 40.24, 106.43], [-25.68, 40.80, 105.38], [-26.18, 39.83, 108.23], [-25.48, 38.59, 107.62], [-24.29, 39.96, 107.99], [-23.56, 33.09, 109.96], [-25.06, 32.93, 110.41], [-26.18, 32.73, 110.74], [-23.22, 32.62, 108.94], [-23.19, 34.02, 109.92], [-22.87, 32.81, 110.75], [-26.92, 31.18, 106.79], [-25.83, 32.14, 106.76], [-25.85, 32.84, 105.55], [-27.11, 30.63, 107.62], [-26.78, 30.53, 106.02], [-27.76, 31.88, 106.83], [-24.88, 31.50, 106.69], [-25.73, 32.99, 107.59], [-24.95, 33.27, 105.56], [-18.65, 35.93, 107.42], [-20.02, 35.94, 106.90], [-20.67, 34.74, 107.31], [-18.35, 35.92, 108.60], [-18.23, 36.93, 107.03], [-17.96, 35.23, 107.00], [-20.09, 36.32, 105.94], [-20.58, 36.72, 107.29], [-21.74, 34.63, 107.09], [-29.19, 35.87, 110.01], [-27.77, 36.17, 109.57], [-27.86, 36.50, 108.13], [-28.87, 35.62, 110.99], [-29.51, 34.68, 109.69], [-29.94, 36.53, 109.70], [-27.08, 35.40, 109.76], [-27.35, 37.09, 109.91], [-27.02, 36.50, 107.66], [-24.46, 38.10, 111.37], [-23.74, 37.21, 110.36], [-22.94, 37.89, 109.64], [-25.37, 37.51, 111.70], [-24.79, 38.92, 110.76], [-23.75, 38.34, 111.95], [-24.42, 36.76, 109.64], [-23.24, 36.31, 110.89], [-22.84, 37.53, 108.73]], "mulliken_charge": [-1.796, -0.277, -0.695, 0.723, -1.303, -0.721, -0.519, -0.653, -0.658, 0.801, 0.382, 0.243, 0.344, 0.248, 0.409, 0.277, 0.433, 0.547, 0.394, 0.343, 0.412, 0.216, 0.393, 0.259, 0.362, 0.454, 0.347, 0.730, -0.496, -0.330, -0.319, -0.337, -0.204, 0.132, -0.465, 0.249, 0.419, -0.146, -0.462, 0.029, -0.542, 0.660, 0.056, 0.263, -0.555, 0.509, -0.535, 0.190, -0.019, 0.463, -1.747, 0.961, -0.566, 0.474, 0.391, 0.358, 0.178, -0.304, 0.000, -1.210, -0.079, -0.628, 0.229, 0.321, 0.353, 0.397, 0.212, 0.388, -1.303, 0.516, -0.636, 0.398, 0.213, 0.409, 0.036, 0.065, 0.268, -1.442, 0.941, -0.622, 0.230, 0.225, 0.622, -0.423, 0.050, 0.468]}


# 2
{"formula": "C22H51ClCuN2O16P3", "method": "ωB97M-V with the def2-TZVPD basis set", "e_homo_ev": -7.86, "e_above_lowest_kj_mol": 0.0, "total_charge": 0, "molar_mass_g_mol": 791.6, "energy_ha": -5306.995241, "symbols": ["Cu", "Cl", "O", "O", "O", "O", "C", "C", "O", "P", "O", "O", "C", "C", "O", "C", "C", "H", "H", "H", "H", "H", "H", "H", "H", "H", "H", "H", "H", "H", "H", "H", "C", "C", "O", "P", "O", "O", "C", "C", "O", "C", "C", "H", "H", "H", "H", "H", "H", "H", "H", "H", "H", "H", "H", "H", "H", "H", "C", "C", "O", "P", "O", "O", "C", "C", "O", "C", "C", "H", "H", "H", "H", "H", "H", "H", "H", "H", "H", "H", "H", "H", "H", "H", "C", "C", "N", "H", "H", "H", "C", "C", "N", "H", "H", "H"], "xyz": [[0.36, -0.01, -0.30], [-2.70, 3.22, -2.08], [-2.14, 1.93, -1.64], [-3.72, 3.62, -1.10], [-1.66, 4.19, -2.12], [-3.15, 3.03, -3.42], [3.83, 0.90, 0.14], [4.19, -0.36, -0.53], [4.11, -1.45, 0.45], [2.81, -2.17, 0.90], [1.63, -1.63, 0.22], [3.15, -3.76, 0.67], [3.31, -4.21, -0.70], [4.55, -5.15, -0.78], [2.74, -2.11, 2.46], [2.32, -0.88, 3.04], [1.47, -1.19, 4.30], [4.15, 1.78, -0.41], [2.78, 0.99, 0.33], [4.39, 0.85, 1.09], [3.50, -0.71, -1.27], [5.18, -0.36, -0.96], [2.35, -4.67, -1.09], [3.53, -3.36, -1.34], [4.75, -5.18, -1.88], [5.45, -4.78, -0.20], [4.24, -6.16, -0.55], [3.18, -0.31, 3.23], [1.71, -0.33, 2.31], [0.67, -1.86, 3.98], [2.07, -1.67, 5.02], [1.05, -0.27, 4.79], [-3.69, -1.02, -3.82], [-4.01, -1.08, -2.35], [-3.46, -2.17, -1.68], [-1.93, -2.19, -1.28], [-1.45, -0.99, -0.61], [-2.04, -3.49, -0.40], [-1.09, -3.66, 0.64], [-1.57, -4.65, 1.60], [-1.06, -2.44, -2.59], [-0.94, -3.45, -3.55], [-0.06, -4.55, -3.07], [-2.64, -0.85, -4.01], [-3.89, -2.01, -4.38], [-4.26, -0.29, -4.34], [-3.92, -0.18, -1.84], [-5.08, -1.35, -2.22], [-0.10, -3.96, 0.24], [-0.94, -2.71, 1.14], [-2.48, -4.37, 2.13], [-1.71, -5.60, 1.05], [-0.72, -4.97, 2.23], [-1.94, -3.85, -3.77], [-0.58, -3.04, -4.50], [-0.09, -5.40, -3.73], [0.96, -4.19, -2.94], [-0.20, -4.80, -1.99], [-2.89, 4.10, 2.56], [-1.58, 4.41, 1.98], [-1.08, 3.17, 1.50], [0.45, 2.91, 1.45], [0.65, 1.52, 0.96], [1.08, 4.08, 0.55], [1.16, 3.73, -0.86], [1.16, 4.94, -1.84], [1.07, 3.18, 2.86], [0.55, 2.59, 4.05], [1.46, 3.07, 5.14], [-3.70, 3.97, 1.85], [-2.79, 3.22, 3.17], [-3.26, 4.94, 3.20], [-1.75, 5.10, 1.11], [-0.83, 4.83, 2.66], [2.14, 3.27, -0.96], [0.37, 3.02, -1.09], [0.27, 5.54, -1.90], [1.86, 5.74, -1.61], [1.47, 4.57, -2.85], [-0.46, 2.87, 4.28], [0.60, 1.49, 3.86], [1.40, 4.09, 5.28], [1.28, 2.53, 6.05], [2.44, 2.78, 4.73], [-0.29, 1.81, -4.21], [0.50, 1.27, -3.10], [1.09, 0.69, -2.31], [-1.35, 1.48, -4.13], [0.12, 1.55, -5.16], [-0.37, 2.93, -4.11], [-3.97, 0.78, 1.06], [-2.94, 0.39, 2.03], [-2.22, 0.19, 2.88], [-3.90, 1.82, 0.70], [-5.00, 0.66, 1.53], [-3.93, 0.10, 0.19]], "mulliken_charge": [-1.137, 1.790, -0.797, -0.736, -0.644, -0.704, -0.569, -0.161, -0.278, -0.467, 1.248, -0.359, 0.304, -1.323, -0.373, 0.555, -1.202, 0.520, -0.496, 0.352, 0.128, 0.438, -0.018, 0.186, 0.370, 0.297, 0.339, 0.437, -0.671, 0.224, 0.402, 0.296, -1.037, 0.354, -0.467, -0.410, 1.368, -0.517, 1.124, -1.641, 0.010, -0.316, -0.984, 0.029, 0.269, 0.513, -0.229, 0.286, -0.269, -0.104, 0.347, 0.381, 0.399, 0.335, 0.329, 0.460, 0.197, 0.105, -1.200, -0.315, 0.727, -2.045, 3.196, -0.493, 1.189, -1.563, -0.199, 0.779, -1.645, 0.199, 0.298, 0.366, 0.234, 0.475, -0.103, -0.610, 0.345, 0.446, 0.305, 0.216, -0.417, 0.446, 0.422, 0.352, -1.045, 0.720, -0.428, 0.067, 0.506, 0.239, 0.440, 0.427, -0.529, -0.153, 0.455, -0.588]}